[1]
{
  "formula": "C6H9F3INO",
  "method": "wB97M-V/def2-TZVPD",
  "total_energy_ev": -26154.8237,
  "homo_lumo_gap_ev": [7.713, 7.713],
  "lumo_energy_ev": [0.4, 0.4],
  "homo_ev": [-7.34, -7.34],
  "elements": ["C", "C", "C", "C", "C", "C", "N", "O", "F", "F", "F", "I", "H", "H", "H", "H", "H", "H", "H", "H", "H"],
  "positions_angstrom": [[1.3424, 0.0211, -0.2312], [0.7944, 1.0930, -1.1200], [-1.1121, 0.0526, -0.0031], [0.0925, -0.9056, -0.0959], [-0.9304, 2.5895, -0.1974], [0.8228, 3.3368, 1.3196], [-0.5428, 1.3922, -0.5525], [0.2019, -1.7705, 1.0124], [1.3295, 4.5185, 0.8762], [0.3984, 3.4102, 2.5930], [1.9298, 2.4930, 1.2000], [-2.5443, 2.9207, 0.9346], [2.1714, -0.4813, -0.6971], [1.5792, 0.4772, 0.8653], [1.2575, 1.9904, -1.1266], [0.6282, 0.8139, -2.1942], [-1.9018, -0.2758, -0.6485], [-1.2368, 0.4189, 1.0535], [0.0035, -1.4267, -1.0339], [-0.4221, 3.2986, -0.7726], [0.7844, -2.5264, 0.8415]],
  "atomic_forces_ev_per_a": [[-0.97, 0.66, 2.38], [-2.53, -1.00, -1.08], [2.43, 2.71, 1.24], [1.32, 0.78, 0.15], [2.92, -0.36, 1.12], [-1.57, -1.16, -2.70], [-0.79, -3.93, -0.52], [-0.54, -0.22, 0.17], [-0.19, 0.44, 0.85], [1.09, 0.35, 0.23], [-0.39, 0.37, 1.12], [-1.12, 0.44, 0.36], [0.50, -0.25, 0.17], [-0.33, -1.28, -2.84], [2.16, 2.69, 0.05], [0.37, -0.24, 0.82], [-0.92, 0.03, 0.43], [-0.93, -1.54, -0.75], [-0.12, -0.69, -0.40], [-0.19, 1.71, -0.59], [-0.23, 0.49, -0.22]]
}



[2]
{
  "formula": "C6H9FO",
  "method": "wB97M-V/def2-TZVPD",
  "total_energy_ev": -11125.2528,
  "homo_lumo_gap_ev": 8.500,
  "lumo_energy_ev": 0.3,
  "homo_ev": -8.22,
  "elements": ["C", "C", "C", "C", "C", "C", "H", "H", "H", "H", "H", "H", "H", "H", "H", "O", "F"],
  "positions_angstrom": [[2.8414, -0.7642, 0.1694], [0.6626, 0.1645, -0.1477], [1.3878, 1.3855, -0.0446], [-0.7587, -0.2406, -0.0619], [-1.8403, 0.4629, -0.0579], [-3.1221, -0.2301, -0.0256], [3.4485, -0.0787, -0.5065], [3.1341, -1.8692, 0.0179], [2.8164, -0.6507, 1.3872], [2.3964, 1.5326, -0.3290], [-1.0751, -1.3386, 0.3024], [-1.8857, 1.5986, -0.3509], [-3.8451, 0.5535, 0.6030], [-2.8154, -1.4026, 0.9448], [-3.5060, -0.8134, -1.3864], [1.4820, -0.8979, -0.4663], [0.6793, 2.5885, -0.0479]],
  "atomic_forces_ev_per_a": [[-0.71, -3.03, -0.03], [2.53, 2.53, -0.56], [-4.92, -1.53, -0.79], [2.06, -2.62, 1.97], [-1.41, 3.52, -2.41], [-2.08, -2.36, 1.84], [-0.44, -0.87, 1.56], [0.36, 1.90, 0.18], [-0.11, 0.52, -3.34], [0.60, 0.05, 0.12], [1.85, 2.08, -1.21], [0.29, -2.19, 0.72], [0.93, -2.67, -2.20], [-1.48, 3.24, -3.07], [0.81, 2.04, 4.45], [1.14, 0.46, 2.24], [0.58, -1.05, 0.50]]
}



[3]
{
  "formula": "C6H9FO",
  "method": "wB97M-V/def2-TZVPD",
  "total_energy_ev": -11127.9936,
  "homo_lumo_gap_ev": 9.167,
  "lumo_energy_ev": 0.9,
  "homo_ev": -8.22,
  "smiles": "F/C=C1\\CCCOC1",
  "elements": ["C", "C", "C", "C", "C", "C", "H", "H", "H", "H", "H", "H", "H", "H", "H", "O", "F"],
  "positions_angstrom": [[1.9780, -0.5631, 0.2406], [0.5849, -0.3639, -0.2516], [0.1489, 1.0629, -0.5490], [-0.9909, 1.2088, 0.5460], [-2.1768, 0.3929, 0.0980], [-0.4923, -1.2544, 0.1912], [2.4853, -1.4855, 1.0017], [0.0319, 1.2091, -1.6210], [0.9677, 1.7082, -0.3858], [-1.2921, 2.3431, 0.3999], [-0.6679, 1.2854, 1.6377], [-2.9298, -0.0441, 0.9250], [-2.7620, 1.0024, -0.5184], [-0.2838, -2.1895, -0.4788], [-0.5827, -1.4066, 1.2538], [-1.8206, -1.0167, -0.4289], [2.8098, 0.3124, -0.0482]],
  "atomic_forces_ev_per_a": [[-7.31, -5.06, 1.03], [6.05, 0.57, 3.06], [0.35, -1.98, 1.09], [-0.04, 4.44, -1.20], [-1.54, -4.29, 3.33], [-1.28, -3.77, -4.03], [-1.94, 2.62, -2.65], [-1.52, 0.06, 0.02], [0.90, 0.87, 0.78], [0.05, -2.00, 0.32], [-0.01, -1.15, -1.62], [1.66, 1.91, -1.10], [-0.76, 0.14, -1.75], [-0.09, 0.69, 2.25], [-0.06, -0.26, 0.35], [1.78, 3.67, 1.08], [3.75, 3.54, -0.98]]
}